<a>
Computed, not measured: an isolated molecule of C24H35N3O5S, with the ωB97M-V functional and the def2-TZVPD basis.

Geometry as ORCA input:
```
! RIJCOSX wB97M-V def2-TZVPD def2/J DEFGRID3
* xyz 0 1
C -1.74021 -4.80157 -2.17030
C -1.81788 -4.88771 -0.64802
N -1.62711 -3.58736 -0.03153
C -2.71627 -2.85044 0.25968
C -2.70542 -1.60983 0.81714
C -4.04663 -0.97734 1.03065
O -5.07153 -1.57331 0.72676
N -4.02689 0.24903 1.57048
C -5.24095 0.99283 1.79142
C -5.56635 1.95327 0.64187
C -4.61986 3.15708 0.57660
O -3.26138 2.85759 0.36344
C -2.88898 2.28409 -0.88092
C -3.31669 3.12055 -2.08974
C -1.36807 2.15816 -0.82637
C -1.44750 -0.98727 1.16553
O -1.32500 0.11032 1.70509
C -0.26814 -1.78805 0.79395
C 0.99573 -1.24486 1.03826
C 2.12835 -1.92417 0.67290
S 3.74899 -1.23230 1.00867
O 4.64925 -1.74404 0.00815
O 4.07637 -1.47866 2.38186
N 3.42466 0.39558 0.83253
C 4.17005 1.29074 1.69239
C 5.56988 1.56266 1.14573
C 5.48393 2.11637 -0.27855
C 6.87367 2.37669 -0.85116
C 4.71294 1.12093 -1.14845
C 3.33886 0.83188 -0.54419
C 2.03373 -3.17066 0.06783
C 0.80094 -3.73552 -0.16828
C -0.37564 -3.05786 0.19055
H -0.77354 -4.42156 -2.49089
H -2.51301 -4.13549 -2.54636
H -1.88997 -5.78626 -2.60404
H -1.07433 -5.58568 -0.25854
H -2.80383 -5.25385 -0.35403
H -3.68024 -3.28816 0.03286
H -3.13086 0.70333 1.72499
H -5.14446 1.55136 2.72602
H -6.05006 0.26234 1.88351
H -6.57912 2.33520 0.78082
H -5.54275 1.39871 -0.29755
H -4.98860 3.86004 -0.18395
H -4.62586 3.67174 1.54256
H -3.32875 1.27626 -0.97222
H -2.84200 2.72563 -2.98399
H -4.39389 3.09242 -2.23672
H -3.00449 4.15381 -1.95408
H -1.00267 1.58653 -1.67560
H -1.07954 1.66081 0.09486
H -0.91888 3.14759 -0.83760
H 1.05827 -0.27603 1.50831
H 4.21971 0.81116 2.67018
H 3.60017 2.22240 1.77567
H 6.12715 0.62321 1.13679
H 6.08831 2.26719 1.79842
H 4.92932 3.06289 -0.25134
H 7.41470 3.08888 -0.23227
H 6.80299 2.77996 -1.85889
H 7.44404 1.45158 -0.89027
H 5.26742 0.18288 -1.20396
H 4.58956 1.51399 -2.15940
H 2.83493 0.03812 -1.10043
H 2.71066 1.72931 -0.56850
H 2.94359 -3.67426 -0.21783
H 0.75920 -4.70282 -0.64051
*
```

LUMO level ... -0.1 eV

natural (NBO) atomic charge list, values in e, 2 entries:
1. C -0.62
2. C -0.20

<b>
Computed, not measured: an isolated molecule of C24H35N3O5S, with the ωB97M-V functional and the def2-TZVPD basis.

Geometry as ORCA input:
```
! RIJCOSX wB97M-V def2-TZVPD def2/J DEFGRID3
* xyz 0 1
C -3.53468 1.98136 -0.66566
C -3.88091 0.62206 -0.06994
C -3.00659 0.24286 1.13611
C -3.31669 -1.19314 1.60260
C -2.79194 -2.23119 0.61201
C -1.30907 -1.99265 0.34084
C -1.07122 -0.53512 -0.07288
N -1.58331 0.44026 0.87881
C -0.77859 0.50940 2.09297
C 0.43459 1.43128 1.93670
C 0.02918 2.89091 1.76111
N -0.42970 3.13275 0.41044
C 0.02582 4.17014 -0.30025
O 0.78097 5.01962 0.13961
C -0.43393 4.20347 -1.74517
S 0.28549 2.75595 -2.59631
O -0.48355 1.60710 -2.19853
O 0.35024 3.02257 -4.01051
C 2.01599 2.57579 -1.99092
C 2.29998 1.13106 -1.99927
N 2.24352 0.36867 -0.86803
C 2.42571 -0.86124 -1.26281
C 2.39422 -2.04431 -0.43135
C 2.48777 -3.31564 -1.00082
C 2.40539 -4.42721 -0.18909
C 2.22386 -4.30324 1.18004
C 2.13271 -3.03777 1.75276
O 1.94235 -2.79406 3.07857
C 1.84845 -3.88787 3.95920
C 2.22824 -1.91066 0.94107
O 2.60185 -0.95782 -2.59762
C 2.51244 0.30464 -3.07282
C 2.64159 0.57248 -4.52467
H -4.31422 2.29309 -1.35825
H -2.59961 1.91530 -1.21466
H -3.44543 2.73351 0.11535
H -4.91784 0.62674 0.27592
H -3.80057 -0.13032 -0.85280
H -3.27577 0.93398 1.94652
H -4.39429 -1.30942 1.73444
H -2.84203 -1.35708 2.57353
H -2.94569 -3.23564 1.01553
H -3.34837 -2.16714 -0.32460
H -0.95232 -2.65306 -0.45146
H -0.73169 -2.22345 1.23902
H -0.00472 -0.35534 -0.20001
H -1.54494 -0.34441 -1.03681
H -1.40206 0.90271 2.90166
H -0.41817 -0.47917 2.41026
H 1.03595 1.12374 1.07964
H 1.04643 1.34068 2.83604
H 0.87430 3.56123 1.94108
H -0.76817 3.14848 2.46808
H -0.96166 2.36974 0.00202
H -0.07021 5.09740 -2.24267
H -1.51094 4.10780 -1.84782
H 2.62904 3.13788 -2.68802
H 2.07378 2.98225 -0.98745
H 2.61717 -3.41688 -2.06648
H 2.47652 -5.41425 -0.62143
H 2.15474 -5.19454 1.78318
H 2.76297 -4.48930 3.95354
H 0.99159 -4.52588 3.71912
H 1.70873 -3.45690 4.94930
H 2.16623 -0.93259 1.38623
H 1.90921 1.32036 -4.82231
H 2.47336 -0.34594 -5.08038
H 3.63848 0.94597 -4.76153
*
```

LUMO level ... 0.5 eV

natural (NBO) atomic charge list, values in e, 2 entries:
1. C -0.62
2. C -0.40

Which structure is the least stable? The one labeled <b>.

<a>
Computed, not measured: a cluster of 2 separate species, C3H5BrN2 in total, with the ωB97M-V functional and the def2-TZVPD basis.

Geometry as ORCA input:
```
! RIJCOSX wB97M-V def2-TZVPD def2/J DEFGRID3
* xyz 0 1
C 2.41443 -2.04678 -0.21166
C -0.38744 -0.60665 0.55496
C 0.06895 -0.47585 -0.81515
N 3.02691 -2.48447 0.69849
N 0.65877 0.59113 -1.37011
Br -0.86370 -1.46013 -2.17339
H -0.84073 0.30782 1.05641
H 0.33791 -1.03401 1.22742
H -1.12672 -1.45754 0.81606
H 1.40435 1.09971 -0.89551
H 0.78985 0.58645 -2.33799
*
```

LUMO level (alpha / beta) ... -1.8 / -1.8 eV

natural (NBO) atomic charge list, values in e, 2 entries:
1. C -0.20
2. C -0.81

<b>
Computed, not measured: an isolated molecule of C3H5BrN2, with the ωB97M-V functional and the def2-TZVPD basis.

Geometry as ORCA input:
```
! RIJCOSX wB97M-V def2-TZVPD def2/J DEFGRID3
* xyz 0 1
C -0.16271 0.80450 0.03760
C -0.97581 -0.40219 0.57129
C 1.01494 0.18508 -0.73327
N -0.40763 -1.63810 0.26180
N 0.67031 -1.71740 -0.22311
Br 2.74953 0.71705 -0.20300
H -0.98569 1.22999 -0.65366
H 0.32983 1.42808 0.89935
H -1.09674 -0.43592 1.59146
H -1.98846 -0.26260 0.20798
H 0.85243 0.09152 -1.75644
*
```

LUMO level ... 0.9 eV

natural (NBO) atomic charge list, values in e, 2 entries:
1. C -0.51
2. C -0.29

Which structure is the least stable? The one labeled <a>.